Entry 1:
14
Properties=species:S:1:pos:R:3:lowdin_charge:R:1 method="wB97M-V/def2-TZVPD" largest_force_ha_per_bohr=0.08350 orbital_gap_ev="11.8 / 8.9" multiplicity=2 s2=0.769 de_lowest_kcal_mol=36.2 total_charge=+1 energy_ev=-5774.867
C -0.060 -0.128 1.927 0.026
C -0.236 0.244 0.429 -0.297
C -1.110 1.144 -0.086 0.219
C 0.512 -0.636 -1.765 -0.018
N 0.750 -0.323 -0.336 0.071
H -0.717 0.579 2.438 0.097
H 0.026 -1.211 1.968 0.100
H 0.915 0.308 2.184 0.106
H -1.900 1.612 0.481 0.110
H -0.733 1.547 -1.026 0.108
H -0.547 -0.669 -2.026 0.098
H 1.009 0.227 -2.230 0.113
H 0.839 -1.622 -2.097 0.107
H 1.251 -1.072 0.138 0.159


Entry 2:
15
Properties=species:S:1:pos:R:3:lowdin_charge:R:1 method="wB97M-V/def2-TZVPD" largest_force_ha_per_bohr=0.09884 orbital_gap_ev=11.7 de_lowest_kcal_mol=107.3 total_charge=+1 energy_ev=-7263.490
C -1.048 -0.208 1.441 -0.173
C 1.005 -0.172 1.295 0.086
C -0.199 1.181 -0.330 -0.048
C -0.060 -1.101 -0.757 -0.003
N -0.381 -0.131 2.504 0.229
N -0.115 -0.088 0.274 -0.376
H -2.149 -0.520 1.329 0.179
H 1.571 0.825 1.407 0.145
H 1.605 -1.153 1.284 0.157
H 0.265 1.143 -1.361 0.136
H -1.272 1.443 -0.483 0.130
H 0.258 2.075 0.217 0.146
H 0.847 -1.025 -1.238 0.081
H -0.107 -2.112 -0.245 0.141
H -0.932 -0.968 -1.538 0.170


Entry 3:
15
Properties=species:S:1:pos:R:3:lowdin_charge:R:1 method="wB97M-V/def2-TZVPD" largest_force_ha_per_bohr=0.08862 orbital_gap_ev=10.6 de_lowest_kcal_mol=111.2 total_charge=+1 energy_ev=-7263.322
C -2.397 -0.748 -0.063 -0.071
C 1.547 0.514 0.348 -0.211
C -1.748 0.480 -0.476 -0.017
C 2.867 -0.097 0.076 -0.065
N -2.629 0.605 0.529 0.156
N 0.456 0.256 -0.331 0.066
H -3.220 -1.247 -0.718 0.152
H -1.969 -1.534 0.495 0.094
H 1.522 1.221 1.160 0.114
H 2.873 -0.072 -1.041 0.097
H 2.762 -1.242 0.386 0.144
H 3.736 0.400 0.529 0.088
H -3.062 0.924 1.367 0.160
H -1.415 1.151 -1.353 0.173
H 0.679 -0.612 -0.909 0.118


Entry 4:
15
Properties=species:S:1:pos:R:3:lowdin_charge:R:1 method="wB97M-V/def2-TZVPD" largest_force_ha_per_bohr=0.09947 orbital_gap_ev="6.7 / 6.7" de_lowest_kcal_mol=119.1 total_charge=+1 energy_ev=-7262.979
C -0.414 -0.759 0.264 -0.226
C 1.656 1.222 -0.365 0.339
C 1.911 -0.228 -0.118 -0.184
C -2.430 0.219 0.033 -0.124
N -1.066 0.280 0.062 -0.021
N 0.898 -0.963 0.438 0.044
H -1.018 -1.579 0.608 0.143
H 0.631 1.615 -0.095 0.110
H 2.466 1.945 -0.568 0.126
H 1.899 -0.261 -1.218 0.199
H 2.818 -0.474 0.273 0.132
H -2.844 -0.764 -0.262 0.113
H -2.746 0.712 0.923 0.098
H -2.848 0.981 -0.576 0.081
H 1.087 -1.947 0.601 0.172


Entry 5:
15
Properties=species:S:1:pos:R:3:lowdin_charge:R:1 method="wB97M-V/def2-TZVPD" largest_force_ha_per_bohr=0.15332 orbital_gap_ev=11.0 de_lowest_kcal_mol=79.6 total_charge=+1 energy_ev=-7264.692
C -0.781 -1.147 0.225 0.014
N -1.075 0.265 0.498 0.043
C -0.489 1.139 -0.607 -0.089
N 0.770 0.520 -0.788 -0.087
C 1.587 0.058 0.373 -0.034
C 0.808 -0.893 -0.499 -0.079
H -1.511 -1.441 -0.558 0.136
H -0.706 -1.768 1.130 0.135
H -1.999 0.537 0.656 0.160
H -0.399 0.483 1.225 0.145
H -0.358 2.202 -0.346 0.160
H -1.109 0.938 -1.509 0.158
H 1.485 0.447 1.350 0.106
H 2.630 0.211 0.009 0.138
H 1.148 -1.553 -1.159 0.094


Entry 6:
15
Properties=species:S:1:pos:R:3:lowdin_charge:R:1 method="wB97M-V/def2-TZVPD" largest_force_ha_per_bohr=0.09301 orbital_gap_ev=9.6 de_lowest_kcal_mol=70.6 total_charge=+1 energy_ev=-7265.082
C 0.982 1.530 -0.248 0.197
N 0.978 0.288 -0.136 -0.152
C 2.085 -0.528 0.227 0.005
C -0.272 -0.445 -0.193 -0.120
N -1.212 0.283 0.133 0.012
C -2.649 0.039 0.142 -0.054
H -0.010 1.993 -0.468 0.146
H 1.996 1.972 -0.207 0.149
H 1.936 -0.850 1.338 0.164
H 2.020 -1.530 -0.192 0.110
H 2.983 -0.030 0.213 0.078
H -0.206 -1.419 -0.685 0.162
H -2.931 -0.844 -0.610 0.132
H -3.027 0.957 -0.150 0.051
H -2.987 -0.353 1.155 0.120